# 1
Here is a 11-piece molecular cluster, C58H148F3N8O20 overall at a distorted geometry from the OMol25 dataset. Energies are from ωB97M-V with the def2-TZVPD basis set.

Geometry (Å):
H  1.308  9.665  -1.815
H  8.446  3.447  3.099
C  0.239  -0.083  -0.853
C  1.418  8.972  -0.981
H  0.873  1.307  3.649
C  8.206  1.074  4.264
H  -1.768  -8.740  2.026
H  -1.324  2.206  2.332
C  -4.866  -1.211  -1.298
C  -0.761  -1.810  7.743
C  0.726  6.755  -0.572
O  -2.143  -1.934  7.704
C  -1.074  -8.464  2.821
H  4.888  -4.076  -2.629
O  7.384  1.624  3.203
H  3.800  3.236  2.415
H  -0.053  7.145  0.084
H  3.880  -7.596  -3.186
H  -4.233  2.540  -2.420
F  -7.914  -0.091  -2.192
H  0.942  -0.650  -1.463
N  1.112  -6.030  -4.564
H  -5.718  -1.839  -1.558
C  -0.345  -6.263  -4.896
H  -2.727  7.196  2.076
H  3.279  -0.591  5.064
H  -1.451  5.698  -8.723
C  4.764  -1.786  -1.452
H  -4.458  6.952  1.881
O  -5.196  -0.823  3.723
C  0.062  1.177  -1.768
H  5.953  -2.209  5.031
H  -2.344  -2.261  0.942
C  0.160  5.529  -1.314
O  -0.848  -4.076  -4.122
H  -1.367  -8.897  3.778
H  -3.425  5.481  -7.247
H  0.905  -6.999  2.118
C  -2.806  5.428  -4.689
H  -4.580  4.470  -0.161
O  0.132  -9.171  2.509
H  -2.036  5.236  1.399
H  -1.405  5.922  -6.109
H  -2.873  -1.157  -2.028
H  -3.893  -1.159  8.639
C  4.610  2.039  -1.753
C  -2.522  -3.054  1.668
O  -2.157  -2.784  3.042
H  0.999  1.896  -4.874
H  -6.716  -0.342  -0.050
H  -4.047  4.615  -3.328
C  0.177  2.513  -5.237
C  -4.184  2.156  -3.439
H  2.067  6.359  -3.579
H  -3.172  3.734  -7.078
H  1.610  -7.510  -3.003
H  -3.138  5.234  -0.844
H  -2.040  5.555  -3.924
H  -4.419  -0.061  5.510
H  -4.539  -1.554  -0.316
H  1.059  -3.441  -1.520
C  -0.188  -3.155  7.244
H  -1.274  2.293  -0.404
C  -0.910  -4.933  -5.309
C  4.327  0.529  -2.160
H  0.379  6.207  -3.667
H  3.957  -6.761  -4.735
C  -2.673  4.693  -7.219
H  0.832  5.579  -8.239
H  -1.599  2.639  -2.100
H  3.283  0.235  -2.048
H  0.363  2.575  -6.309
H  4.632  0.446  -3.203
H  5.638  2.372  -1.609
H  0.403  -5.492  2.214
N  -3.952  1.495  2.508
C  7.557  -0.193  4.849
H  2.585  -4.040  -1.132
O  1.115  2.126  -1.694
O  -5.977  1.423  0.571
H  -0.427  2.228  4.480
H  5.411  2.084  1.011
H  -5.208  2.081  -3.807
H  0.446  2.873  0.994
F  -7.252  2.001  -2.184
C  -0.465  -2.526  4.737
H  1.625  4.120  -8.593
O  -1.150  0.551  3.667
C  4.363  1.811  0.885
H  5.216  -5.151  -4.021
O  1.012  -4.592  0.193
H  -4.016  2.478  2.284
H  -0.400  -1.815  8.771
F  -8.622  1.244  -0.671
H  -4.071  -1.053  -3.293
H  0.766  0.242  0.045
H  4.141  0.786  0.587
H  -0.895  -6.470  -3.977
H  -0.447  -0.885  7.259
H  -0.239  -11.024  3.300
H  -1.079  -1.652  4.958
C  3.465  2.260  2.065
O  2.119  2.086  1.707
H  -3.769  1.151  -3.374
H  4.202  2.797  -2.422
C  0.705  -5.817  -0.457
C  -0.972  -2.717  -4.413
H  -0.786  5.781  -1.793
C  1.274  4.538  -4.773
H  4.562  -2.137  -2.463
H  -0.139  0.795  -2.769
H  5.345  -5.632  -2.297
H  0.246  0.800  5.225
C  -6.324  0.574  -0.492
C  2.794  -1.453  2.431
H  -4.881  2.049  4.293
C  -2.735  0.740  1.863
H  8.328  1.778  5.087
C  -6.489  -0.308  3.903
C  -7.511  0.941  -1.430
C  1.928  -7.185  -3.994
H  -3.750  -2.641  -2.470
C  0.655  4.606  -8.697
C  1.680  -3.667  -0.653
H  -3.207  -0.466  4.355
C  -4.209  -0.043  4.441
H  -0.481  -7.625  0.366
H  -1.251  -6.059  0.594
H  3.001  -2.496  2.190
O  -5.098  0.185  -1.150
H  6.708  3.426  2.386
C  7.414  3.100  3.150
H  -0.292  -3.982  7.946
H  -0.007  4.639  -0.707
O  -0.496  3.972  -8.184
H  5.086  -1.252  6.270
H  -1.947  -2.328  -4.707
C  0.008  -10.555  2.348
H  7.933  -0.312  5.866
H  2.299  8.912  -0.341
H  -2.631  -0.026  8.275
H  -6.742  0.170  4.850
H  1.927  3.889  0.668
H  -3.195  1.912  4.363
H  4.134  3.518  -0.485
O  3.478  -5.551  -3.145
H  -0.642  -0.700  -0.678
H  -3.414  7.294  0.477
N  3.991  2.518  -0.474
H  0.705  4.696  -9.782
H  1.684  -5.710  -5.333
C  3.903  -1.322  4.550
H  -2.869  0.880  0.790
H  1.997  -2.741  -0.173
H  -2.216  1.247  -1.520
H  0.657  9.218  -0.240
N  -0.780  -3.564  5.825
O  3.892  -1.023  3.168
H  -0.392  -7.059  -5.640
H  1.630  -6.375  -0.604
H  2.171  3.924  -4.687
C  1.286  5.603  -3.657
C  -3.830  -1.560  -2.359
H  1.145  -5.257  -3.914
H  -4.703  4.396  -4.995
C  -1.378  1.122  2.425
H  -3.296  6.379  -4.897
H  -0.218  -2.438  2.584
H  3.803  -1.997  -0.983
H  -1.185  4.383  -5.703
H  -2.911  -0.306  2.114
H  0.288  -5.787  -1.464
H  -2.552  -1.249  9.655
H  1.115  3.784  2.264
O  5.088  -0.396  -1.324
N  0.098  -6.416  1.946
H  -0.323  -4.428  5.571
O  1.060  7.707  -1.523
H  5.856  0.662  5.534
C  -3.126  5.252  1.378
H  -2.103  -3.976  1.267
H  -7.205  -1.121  3.783
H  -0.517  -6.610  3.923
H  -2.195  4.211  -9.252
H  7.788  -1.215  4.551
C  3.396  -6.838  -3.803
H  -0.287  -2.519  -5.238
H  1.429  4.986  -5.755
H  2.094  4.888  -1.835
H  0.597  -2.289  4.810
H  3.826  1.679  2.913
H  7.135  3.665  4.040
H  9.195  0.805  3.894
H  -0.653  -10.837  1.529
C  4.761  -5.080  -3.033
H  -3.100  3.611  -0.065
H  3.538  -2.347  4.612
N  1.202  4.902  -2.308
H  1.602  6.571  0.049
C  -3.486  6.761  1.425
C  -0.292  -6.555  0.449
C  -3.821  4.334  -4.357
C  -2.809  -1.046  8.615
C  1.403  3.237  1.367
O  0.091  3.753  -4.632
C  -0.944  -6.955  2.981
H  -0.598  -3.978  3.159
H  -6.656  0.296  3.011
H  1.586  -7.987  -4.648
H  2.897  -0.973  1.458
H  5.834  0.236  3.958
N  -1.899  5.056  -5.945
H  -0.578  0.687  1.826
C  -0.024  1.239  4.264
H  -1.913  -5.101  -5.703
H  5.541  -2.471  -1.113
H  0.973  -10.935  2.012
C  -4.073  1.378  4.000
H  -0.672  -2.015  -3.635
H  -0.747  1.978  -5.015
H  -1.925  -6.493  2.864
O  -3.691  4.405  2.317
H  0.888  3.945  -2.387
H  -0.471  -4.451  -6.183
H  -3.605  -3.161  1.605
H  -1.786  -3.646  5.865
H  3.033  2.234  -0.622
H  0.887  -3.029  7.116
C  5.297  -1.356  5.206
C  -0.811  -2.928  3.357
H  -4.741  1.192  1.955
C  -1.667  4.674  -8.418
H  1.823  -1.241  2.880
N  6.029  -0.098  4.891
C  -1.318  1.852  -1.400
O  -3.330  3.074  -4.259
C  -3.509  4.620  -0.024

LUMO in hartree: -0.364
E_HOMO in eV: -12.582
Spin multiplicity: 1
Orbital gap in eV: 2.69
Largest force on an atom in eV Å⁻¹: 4.3
Net charge: +5

Atomic partial charges in e from the Löwdin method, atoms 1 to 6: 0.111 0.103 -0.070 -0.052 0.066 -0.150



# 2
Here is a 15-piece molecular cluster, C58H153N7O30 overall at a distorted geometry from the OMol25 dataset. Energies are from ωB97M-V with the def2-TZVPD basis set.

Geometry (Å):
H  -25.231  4.205  -2.944
O  -18.380  -10.726  -3.900
H  -26.644  -6.224  -8.004
H  -22.365  5.193  -2.684
O  -22.654  8.205  14.947
C  -19.525  -2.308  2.869
H  -26.197  2.771  13.863
C  -18.202  -11.732  -2.920
H  -12.841  -7.387  2.042
O  -12.723  -5.967  0.577
O  -26.170  4.995  16.991
C  -16.891  -9.524  14.634
H  -26.411  -1.737  9.180
H  -28.197  -9.330  5.203
H  -12.585  3.461  12.791
H  -26.249  2.642  -2.084
H  -17.846  -7.777  10.909
H  -20.253  -12.106  -5.091
H  -18.472  -8.898  13.525
C  -23.371  5.263  -3.098
C  -12.177  -7.006  1.266
H  -18.997  -8.288  18.130
H  -21.364  -8.592  10.509
H  -29.883  -3.625  -6.433
H  -12.786  -2.574  -4.958
H  -16.694  -9.287  16.868
H  -20.807  -4.744  13.032
O  -13.739  4.129  0.400
H  -16.149  -9.486  11.836
H  -17.399  8.241  8.380
O  -30.516  -7.621  5.156
H  -18.631  -12.683  -3.236
H  -26.071  0.970  -1.393
H  -10.109  -1.578  -3.341
H  -20.322  1.712  8.807
C  -21.400  -2.676  13.373
H  -22.706  8.383  14.005
H  -14.616  2.812  -0.940
C  -16.088  3.591  0.396
H  -30.759  -5.872  4.309
C  -11.071  -1.074  -3.440
H  -31.041  -9.317  3.150
C  -20.332  -8.242  10.469
H  -11.207  -0.271  -2.716
H  -26.704  0.663  7.777
H  -14.343  -3.712  -3.151
C  -26.104  2.876  15.832
H  -11.447  -3.600  -4.128
C  -22.780  6.603  -4.892
H  -17.617  -10.483  12.168
H  -16.500  10.620  9.273
H  -12.163  3.103  11.194
C  -26.233  -11.783  1.769
C  -13.417  -4.185  -3.478
H  -26.123  5.295  16.081
H  -18.679  -11.463  -1.978
H  -22.940  3.348  -1.388
H  -20.699  -15.207  -8.912
H  -18.439  -13.882  -8.224
H  -32.071  -8.805  5.610
H  -23.925  1.366  -1.603
O  -27.275  -11.048  2.431
C  -17.444  9.475  6.538
C  -19.926  -15.952  -8.723
C  -24.172  3.991  -2.799
C  -18.194  -14.752  -7.615
C  -25.261  6.844  3.598
C  -12.448  -4.254  -1.238
H  -21.647  6.473  15.300
H  -33.783  -3.393  -7.078
H  -26.754  3.224  17.865
H  -20.476  2.665  7.288
C  -28.295  -9.760  4.206
H  -24.551  -0.545  7.826
C  -26.854  -1.187  8.351
C  -20.866  7.969  16.596
C  -17.947  -14.209  -6.196
C  -11.831  -5.171  -0.171
O  -26.244  3.444  14.546
H  -16.671  -7.794  16.067
H  -19.934  -14.128  -5.934
C  -17.212  -9.475  12.079
H  -21.717  6.365  -4.927
C  -17.370  9.301  8.127
O  -19.324  -3.677  14.116
H  -18.857  -3.044  2.422
O  -21.454  7.238  17.639
H  -31.654  -10.548  4.027
H  -18.442  -6.977  17.045
H  -29.538  -10.859  3.037
H  -27.924  -1.363  8.242
H  -13.641  -5.626  -2.114
O  -12.372  1.498  12.559
H  -26.075  4.511  4.000
H  -21.242  -4.584  2.457
H  -23.825  6.156  -2.669
O  -12.128  -2.020  -3.147
H  -11.278  -6.782  1.841
C  -26.997  -10.549  3.757
H  -17.470  -14.878  -5.480
H  -19.909  -3.678  12.151
C  -28.006  2.213  0.000
H  -24.321  6.298  5.437
C  -11.909  2.827  12.218
H  -17.290  0.006  5.274
H  -22.398  7.250  17.463
C  -12.408  -3.087  -4.074
H  -25.057  2.747  16.108
H  -16.334  4.538  -0.084
C  -21.495  -3.549  2.227
H  -17.804  -9.219  9.964
H  -12.901  1.608  13.352
H  -22.038  -2.653  12.489
C  -26.708  -5.345  -7.362
O  -20.871  -2.615  3.140
H  -11.065  -5.777  -0.655
O  -19.409  -9.032  11.200
H  -11.327  -4.512  0.536
H  -14.571  2.171  0.632
H  -11.606  -3.627  -1.533
H  -28.594  2.798  -0.708
H  -21.032  9.016  16.849
H  -12.874  3.733  0.271
C  -17.143  -8.776  16.016
C  -20.342  -3.764  13.147
H  -27.664  -2.912  -8.015
C  -14.683  3.118  0.105
C  -29.748  -3.488  -8.373
N  -12.885  -5.025  -2.408
H  -11.852  -7.855  0.665
C  -24.467  2.189  -1.138
H  -13.647  -4.922  -4.247
C  -24.723  5.770  4.572
H  -17.110  10.435  6.145
N  -23.942  3.469  -1.426
H  -32.627  -4.484  -6.648
H  -30.272  -4.420  -8.587
H  -19.542  -11.956  -6.754
C  -33.220  -3.572  -9.743
H  -29.922  -2.867  -9.252
H  -28.321  -8.915  3.518
H  -31.742  -1.923  -8.069
H  -25.464  -11.042  1.552
H  -26.724  -11.328  4.469
H  -32.523  -2.827  -10.127
H  -17.304  -15.194  -8.064
C  -31.615  -2.593  -7.219
H  -25.997  7.345  4.226
H  -20.343  -16.949  -8.581
H  -24.069  2.014  -0.139
C  -10.386  3.024  12.469
H  -18.058  1.528  6.950
H  -18.644  9.464  4.988
H  -23.086  6.924  -5.888
H  -20.893  7.684  14.304
H  -26.670  -12.344  0.943
H  -25.821  -12.579  2.390
O  -32.764  -4.287  -8.605
C  -28.258  -3.790  -8.268
H  -18.141  -0.946  6.582
C  -18.315  -11.096  -5.323
H  -25.019  5.807  1.995
H  -22.580  -3.463  2.283
H  -17.141  -11.963  -2.825
N  -29.504  -10.585  4.008
H  -22.997  7.446  -4.237
H  -21.681  1.615  7.942
O  -25.773  4.815  4.859
O  -19.941  0.580  7.152
N  -19.147  -0.626  4.643
O  -19.267  -15.666  -7.530
C  -18.235  -0.236  5.760
H  -27.974  -4.153  -9.255
N  -17.473  -8.839  13.387
C  -26.012  -1.514  7.150
N  -30.186  -2.922  -7.092
H  -13.268  -3.627  -0.886
H  -26.080  -2.583  6.947
H  -17.181  -13.452  -6.365
H  -28.319  2.377  1.031
C  -19.355  -12.182  -5.704
H  -16.029  3.827  1.459
H  -26.116  -9.913  3.662
O  -28.015  -4.789  -7.273
H  -21.711  -2.869  15.304
O  -16.252  9.788  8.862
H  -20.037  -8.294  9.421
C  -25.967  2.041  -1.219
N  -19.130  -13.631  -5.580
H  -20.918  -1.706  13.257
C  -31.068  -6.878  4.024
H  -30.652  -7.174  3.061
O  -24.639  -1.452  7.525
H  -21.226  -3.278  1.207
H  -19.217  1.836  5.748
O  -26.639  2.446  -0.034
H  -32.153  -6.923  4.123
H  -19.375  -16.075  -9.655
O  -25.720  6.318  2.406
H  -24.485  7.603  3.501
H  -19.010  -2.720  4.820
O  -26.698  0.240  8.639
H  -27.751  3.931  16.595
H  -28.117  1.142  -0.174
C  -20.609  1.690  7.756
C  -18.746  -1.904  4.148
H  -17.199  -10.567  14.552
H  -19.469  -1.518  2.120
H  -18.871  -4.518  14.028
H  -20.066  -7.635  16.943
H  -10.218  1.949  14.083
H  -20.076  -0.752  5.018
H  -17.676  -1.891  3.942
O  -18.691  9.155  5.896
H  -26.427  1.835  15.792
H  -31.773  -2.050  -6.287
O  -23.375  5.369  -4.558
C  -19.022  -7.898  17.113
H  -9.890  2.175  11.998
C  -30.801  -9.870  4.058
H  -16.714  8.754  6.171
O  -22.230  -2.875  14.497
H  -18.335  9.672  8.472
H  -34.203  -3.187  -9.470
H  -19.780  7.888  16.551
H  -10.026  4.004  12.156
C  -32.759  -3.655  -7.343
H  -30.447  -9.276  6.111
H  -23.923  5.201  4.099
C  -26.724  3.735  16.902
O  -10.154  2.888  13.892
C  -18.834  1.027  6.370
H  -26.173  -0.885  6.274
O  -17.187  2.638  0.340
H  -33.319  -4.181  -10.641
H  -23.922  3.247  -3.555
H  -17.315  -11.480  -5.524
C  -31.041  -8.916  5.271
C  -21.455  7.544  15.227
H  -11.145  -0.750  -4.478
H  -26.449  -5.719  -6.372
O  -18.539  -8.837  16.163
H  -20.327  -7.187  10.744
H  -18.591  -10.234  -5.931
C  -18.055  -8.845  10.957
H  -25.913  -4.669  -7.678
H  -15.811  -9.626  14.524
H  -17.138  2.102  1.135

LUMO in hartree: 0.010
E_HOMO in eV: -8.592
Spin multiplicity: 1
Orbital gap in eV: 8.86
Largest force on an atom in eV Å⁻¹: 3.1

Atomic partial charges in e from the Löwdin method, atoms 1 to 6: 0.109 -0.213 0.081 0.118 -0.072 -0.249



Q: Which of these has the highest orbital gap?
A: C58H153N7O30